This record from OMol25 describes an isolated molecule of C5H12NP at a distorted geometry. The level of theory is ωB97M-V/def2-TZVPD.

```
! wB97M-V def2-TZVPD RIJCOSX def2/J DEFGRID3
* xyz 0 1
P 0.46064 0.72008 1.58720
N 1.10535 -0.58195 2.34861
C -0.44445 -1.59733 0.00849
C 0.91859 0.52586 -0.23455
C -0.40863 -0.05769 0.08618
C -1.75433 0.57289 -0.17869
C 0.94211 1.55732 -1.38982
H 1.73139 -0.17496 -0.32732
H 1.95290 2.00027 -1.48161
H 0.40498 -1.26234 2.49548
H -0.03952 2.06753 -1.41452
H -1.06303 -2.01254 0.80888
H 1.92249 -0.95618 1.89969
H -2.56319 -0.12799 0.40845
H -2.00828 0.71720 -1.27067
H 0.54823 -2.13893 -0.06688
H -1.96868 1.59855 0.18484
H -0.75457 -1.91348 -1.01175
H 1.01800 1.06368 -2.45201
*
```

The energy above the lowest of the compared OMol25 structures with the same formula, charge and spin is 32.4 kcal/mol. The total energy is -593.74511 a.u. As for the HOMO-LUMO gap: 9.17 eV. The calculation puts the max |F| at 3.2 eV/A. Its SMILES is C[C@H]1P(N)C1(C)C. As for the HOMO energy: -0.304 Eh.



This record from OMol25 describes a cluster of 17 separate species, C34H92Cl2FN4O20Si in total at a distorted geometry. The level of theory is ωB97M-V/def2-TZVPD.

```
! wB97M-V def2-TZVPD RIJCOSX def2/J DEFGRID3
* xyz 1 1
Cl 6.00724 1.29071 0.93273
Cl 4.98605 3.68562 2.39453
Si -2.24179 1.72136 -0.06305
F 2.93829 -0.23071 -5.66234
O -3.37416 -0.13183 4.02307
O -6.44391 -3.88888 -7.26219
O -6.96498 -1.97835 -3.72493
O 1.70964 -1.81282 0.14893
O -1.06674 0.51247 -3.64289
O 4.55934 0.23054 -4.06612
O 5.69510 1.97670 7.00517
O -3.58408 -6.23141 1.40171
O 0.06551 -4.23048 1.68295
O -3.82192 5.02837 0.45994
O 4.34613 -2.12493 5.70951
O 3.62328 7.21679 1.70661
O 0.72348 5.29402 -3.92092
O -5.08110 -0.64870 -5.84595
O 0.66983 0.06149 5.19383
O 4.08692 8.47420 -3.21104
O -3.71510 -3.49509 -0.42562
O 5.97286 -3.89194 1.91983
O -0.64898 2.40993 0.05356
O -6.57773 -7.30337 -0.42853
N 3.35878 1.27752 0.36202
N 0.75031 2.21508 -3.10117
N 2.44364 -3.96981 -1.71075
N 2.72146 2.45173 0.39921
C 1.79598 0.55736 5.90382
C 4.75991 1.49017 4.08525
C -3.97085 -3.33090 -1.81102
C 3.38007 7.40329 0.32104
C -3.39245 6.33976 0.79663
C -0.55084 3.73806 -0.51755
C 1.86267 2.76060 -0.69726
C -6.81443 -3.21342 -4.41040
C 2.44522 0.44349 -1.92736
C 0.48039 5.47167 -5.30872
C 3.22214 -3.74149 -0.45479
C 2.33426 -0.62412 -3.13071
C -3.24172 2.21258 -1.62149
C 4.04991 2.11560 2.74250
C 1.64017 1.82313 -1.98727
C 4.12012 -1.18267 -0.52750
C -0.28594 1.40546 -3.21239
C 5.32390 7.88142 -2.84856
C -2.03682 -0.21539 -0.12806
C 3.09067 -2.25865 0.16373
C -3.36168 2.05060 1.47777
C -5.49644 0.69937 -5.70353
C 3.33883 0.21277 -0.61661
C 3.38580 -0.15935 -4.29000
C -5.05737 -4.02815 -7.53086
C -3.26709 0.31837 5.36526
C 5.80015 2.40713 8.35443
C -4.71323 -6.55412 2.20038
C 1.03169 4.16542 -0.65334
C 7.12806 -3.49881 1.19302
C -0.05919 -5.54650 1.16046
C 4.26854 1.00363 1.55883
C -7.80298 -6.76926 0.04746
C 3.40036 -2.79161 4.88804
H -2.77525 1.81501 2.43932
H -2.24625 0.16481 5.72448
H 5.93379 7.72939 -3.74266
H 1.14546 -2.48765 0.62478
H -3.15807 -1.07437 4.02048
H 4.41907 -1.60216 -1.55628
H 2.79526 -4.47897 0.34388
H -3.94972 6.69735 1.66571
H -4.40121 -2.34232 -1.97734
H 6.88783 -3.48505 0.12872
H -5.50081 -5.81385 2.03742
H -6.79805 -3.26300 -7.90924
H -5.19246 -1.07394 -4.98154
H 5.05410 -1.16838 0.13768
H -3.75381 3.12960 1.42579
H 5.84795 8.54815 -2.16253
H 2.97139 8.40223 0.16483
H 3.64464 7.86422 -3.81731
H -4.25029 1.30191 1.36749
H -2.32859 6.31219 1.03668
H 1.41634 5.36533 -5.86255
H -4.76546 5.08206 0.25243
H -4.87614 1.19839 -4.95419
H 7.93557 -4.21253 1.37182
H 4.32614 -4.04441 -0.59037
H 2.90486 -4.65335 -2.33007
H -4.67762 -4.09405 -2.14625
H -5.76985 -3.52435 -4.35455
H -3.55428 7.00889 -0.05189
H -0.98889 3.85240 -1.57253
H 4.58099 -2.73186 6.42519
H 5.89653 1.68704 3.92765
H 2.70599 0.09160 5.51852
H 2.51448 -3.04072 5.47731
H 2.65959 6.65872 -0.02820
H -5.07904 -7.54036 1.91237
H -3.97125 -0.23129 5.99486
H -0.24381 4.72914 -5.65320
H -5.89550 -6.63553 -0.27141
H 2.94554 2.29264 2.99381
H -7.72160 -6.55799 1.11698
H -1.03140 4.55572 0.15384
H -4.62815 -4.73052 -6.81477
H 1.27854 -0.73934 -3.56630
H -3.50592 1.38217 5.40048
H 1.32488 4.79653 0.26974
H 7.43752 -2.49856 1.50684
H 5.13994 6.92406 -2.35387
H 0.53852 -4.30118 2.52406
H -7.89644 -1.72780 -3.79057
H -3.07667 -0.70885 0.04660
H -4.18559 2.82073 -1.30680
H 3.98390 6.32610 1.81597
H 2.70228 -1.65696 -2.78215
H 1.08030 4.40091 -3.80568
H -8.59433 -7.50171 -0.11640
H 0.93383 -5.97408 0.99940
H -4.56375 -3.05847 -7.42700
H 5.88811 1.02880 6.99252
H 1.68389 0.31213 6.96060
H -7.44410 -3.97276 -3.93938
H 6.21333 -3.89572 2.85675
H -6.54596 0.73052 -5.40002
H 4.12488 -0.06378 1.95769
H -8.04082 -5.85199 -0.49726
H 1.50114 -4.35272 -1.53496
H -3.03442 -3.41680 -2.36864
H -5.38261 1.20701 -6.66244
H 5.58724 3.47573 8.40133
H 0.79434 0.29201 4.26295
H -0.62399 -6.16734 1.85941
H 4.45248 2.08600 5.02122
H 1.85277 1.64293 5.78792
H 0.07672 6.47171 -5.47095
H -7.09825 -3.08803 -5.45436
H 4.56149 0.36067 4.17542
H -4.42565 -6.56844 3.25444
H 3.40181 -2.35145 1.28613
H 5.07675 1.86694 8.97016
H -2.64096 2.71113 -2.46350
H -0.59069 -5.49951 0.20901
H -3.28157 -5.35454 1.67776
H -1.68558 -0.57898 -1.17178
H -4.91582 -4.41292 -8.54385
H -1.35651 -0.59648 0.71793
H 3.11460 -2.12969 4.06854
H 3.84546 -3.70230 4.47870
H -3.33516 -4.37748 -0.30869
H -3.67013 1.22689 -2.07887
H 6.81307 2.22391 8.72099
H 4.31667 7.30516 -0.23264
H 1.19727 4.76211 -1.64099
*
```

The energy above the lowest of the compared OMol25 structures with the same formula, charge and spin is 179.4 kcal/mol. The total energy is -4383.47468 a.u. As for the HOMO-LUMO gap: 6.96 eV. The calculation puts the max |F| at 8.7 eV/A. As for the HOMO energy: -0.414 Eh.



This record from OMol25 describes a cluster of 5 separate species, C20H49ClN4O6 in total at a distorted geometry. The level of theory is ωB97M-V/def2-TZVPD.

```
! wB97M-V def2-TZVPD RIJCOSX def2/J DEFGRID3
* xyz 0 1
Cl 6.28257 0.82259 -0.24857
O 4.51992 4.70017 -1.89480
O 2.52954 -3.46265 0.08590
O 5.33153 2.56931 -1.95235
O 0.43653 -0.25660 0.67378
O 0.93618 -2.39435 -4.30925
O -4.88996 2.86886 3.92092
N 4.41164 -5.69350 0.16113
N -6.82881 4.26517 5.60326
N -0.77239 2.29213 1.45492
N -0.50317 -0.01865 -3.44760
C 4.31298 3.50016 -1.81048
C -0.91407 0.04330 0.37916
C -0.70100 -0.16781 -5.87686
C -1.56839 1.07054 1.30782
C -1.92105 0.53787 2.69160
C 4.95079 1.35773 -1.29091
C 0.35701 -3.15533 -5.35166
C 1.36867 -1.10536 -4.67731
C -4.21923 3.64552 2.94677
C 0.66474 -1.17753 1.72727
C 2.05405 -3.09579 -1.19579
C -4.59838 3.19667 5.26377
C -4.91472 5.74467 5.32141
C -5.38629 4.38479 5.82531
C 3.69245 1.71525 -0.50180
C 2.97569 -5.89951 -0.03466
C 3.06789 2.71423 -1.48425
C 2.12844 -4.74680 0.51276
C 2.71329 -6.22164 -1.50200
C 0.25915 -0.05044 -4.69913
H 0.48694 -4.20560 -5.09476
H -2.37151 -0.45473 2.63777
H 2.69404 -6.78007 0.55159
H 0.85564 -2.96222 -6.30630
H 3.20746 -5.50776 -2.16160
H -1.26036 0.75904 -5.99378
H -4.76602 4.55916 2.70036
H 1.89715 -1.14624 -5.63937
H -3.82536 5.81015 5.30910
H -5.29834 6.53315 5.96731
H 1.06505 -4.90329 0.28213
H -3.20531 3.90047 3.26863
H 4.06239 2.28641 0.36055
H -1.42776 -0.96521 -5.72038
H -4.15023 3.03947 2.04362
H 1.64526 -6.21421 -1.72751
H -0.90369 0.46273 -0.63101
H 0.76694 0.91324 -4.79031
H 0.71399 -0.67168 2.69453
H 0.11750 0.19421 -2.67071
H -0.84414 -0.95704 -3.25999
H 1.62681 -1.64536 1.52762
H -1.04542 0.48202 3.33882
H -3.51777 3.35524 5.38511
H -2.50483 1.35659 0.81792
H -0.16775 -0.36627 -6.80793
H 2.70938 -3.42454 -2.00559
H 0.16325 2.02913 1.75029
H -1.50390 -0.88299 0.34649
H -0.10434 -1.95587 1.76194
H -0.65445 2.73722 0.55012
H -5.22472 4.36197 6.90781
H 1.98251 -2.00796 -1.23255
H -2.63451 1.20646 3.17315
H -5.28140 5.94648 4.31486
H 4.61800 -5.61970 1.15184
H 3.06665 0.87851 -0.19196
H 4.79982 0.58168 -2.04600
H 2.20146 3.28643 -1.16394
H 4.66070 -4.79008 -0.23038
H -0.71213 -2.95771 -5.46118
H -6.98523 4.10960 4.61190
H 2.83006 2.17634 -2.40886
H 2.23216 -4.73412 1.60097
H 3.10742 -7.20816 -1.74149
H 2.09615 -0.81427 -3.91213
H -7.17875 3.42978 6.06069
H -4.86911 2.30829 5.83986
H 1.05471 -3.51166 -1.35555
*
```

The energy above the lowest of the compared OMol25 structures with the same formula, charge and spin is 0.0 kcal/mol. The total energy is -1922.00950 a.u. As for the HOMO-LUMO gap: 9.55 eV. The calculation puts the max |F| at 2.7 eV/A. Its SMILES is O=C1CC[C@H](Cl)O1.COC[C@@H](C)N.COC[C@@H](C)N.COC[C@@H](C)N.COC[C@@H](C)N. As for the HOMO energy: -0.338 Eh.